1.
Molecular formula: CBrF4N
Method: DFT, ωB97M-V/def2-TZVPD

Element x y z (Å)
C -1.1407 -0.4642 -0.1469
N 1.2391 0.7993 0.7131
F -1.0056 -0.4794 -1.4564
F 1.5412 2.0819 0.3697
F -2.3200 -0.1014 0.3025
Br 2.2248 -0.4378 -0.2615
F -0.5387 -1.3983 0.4795

Cartesian forces, eV/Å:
C 1.211 3.611 -0.129
N -0.592 0.015 0.507
F -0.702 -0.768 0.027
F 0.290 -0.527 -0.381
F -0.270 -0.926 -0.332
Br 0.408 0.533 -0.213
F -0.344 -1.936 0.522

Values from the calculation:
Net charge: 0
Max |F| (Eh/bohr): 0.0741
Relative energy (zero: lowest compared OMol25 entry of this formula, charge and spin) (kcal/mol): 67.3

2.
Molecular formula: C28H38N7O5SV
Method: DFT, ωB97M-V/def2-TZVPD

Element x y z (Å)
C 1.9313 -0.7163 -2.3228
C -2.5910 -1.7184 0.1949
H -1.5416 -1.7593 0.4528
H -6.3213 -1.6256 -0.7286
H 5.3818 -0.6202 -2.5863
C 3.0432 -0.3118 -1.3604
H 4.3843 0.1238 -3.8606
N -2.7793 1.2675 -1.7919
H -2.3235 1.6127 1.7759
C 4.8738 0.2994 -2.8888
H 1.0165 -0.2109 5.9535
C 0.1183 -1.4654 -4.3067
H -0.2974 -2.7767 2.2029
O 1.0383 1.5654 0.6828
N -0.6178 -2.4853 3.1251
O 2.2209 -2.9844 1.5387
H 0.0963 5.5775 -2.4948
H 2.7999 1.8913 -3.2104
C -0.4798 4.6637 -2.3902
S 0.9154 -2.8316 0.9151
H -0.6007 -1.7353 -5.0733
C -2.4779 3.4033 -2.8201
C 3.2792 1.9488 -2.2208
H -0.7030 0.1045 2.6740
H -1.6110 -2.5358 3.2714
C 0.9567 1.1230 1.8795
H 0.9883 -4.6677 -0.4904
H -1.5286 1.8860 4.1532
H -5.4496 -3.5037 0.6440
H -2.1202 5.3769 -3.5857
C -0.2739 -0.6603 -3.2443
C 0.0328 3.5927 -1.6506
C -0.6522 2.3871 -1.5082
C -0.4390 1.1460 2.4809
N -2.1680 0.3452 -1.0190
N -1.3651 1.6314 1.4536
N 3.9650 0.7269 -1.8490
C 0.5908 -0.2623 -2.2054
C -0.5040 1.9504 3.7656
H -1.3025 -0.3172 -3.2324
H 1.7588 -1.8584 2.7110
H 1.0000 3.7222 -1.1753
H 1.7451 -2.5721 -5.1855
N 1.3511 -1.2955 3.4577
H 3.6502 -1.1858 -1.1097
C -4.7880 -2.7120 0.3094
V -0.2643 0.6184 -0.5614
H 1.4838 1.4320 4.3471
O 0.5440 -1.4250 0.7276
H 0.6026 2.3372 5.5620
H -0.5520 0.4566 6.3544
C -4.4292 -0.6493 -0.9096
O -0.1393 -3.5593 1.6476
H -3.0123 -3.5369 1.2194
H 3.9881 2.7818 -2.2298
N -0.5560 -0.6983 4.6370
C 0.5112 1.5444 4.8165
C -5.2697 -1.6594 -0.4629
C 0.1292 0.2605 5.5281
C 0.9546 -3.5950 -0.6730
H 2.5023 2.1562 -1.4922
C -3.4369 -2.7266 0.6347
H 5.6320 1.0740 -3.0379
H 1.6726 -0.3047 3.3848
H -3.4794 3.3116 -3.2301
H -1.1260 2.5793 1.1784
C -1.9552 2.3463 -2.0627
H -4.8062 0.1632 -1.5100
C 0.0595 -1.4826 3.7136
H -1.5592 -0.6767 4.6111
H -0.3459 3.0028 3.5163
C -1.7286 4.5555 -2.9957
C 2.3139 -1.5418 -3.3853
H 2.6214 0.0632 -0.4301
H 1.8270 -3.2486 -1.2323
H 3.3291 -1.9255 -3.4143
C -3.0623 -0.6626 -0.5890
C 1.4237 -1.9263 -4.3757
O 1.8877 0.7162 2.5787
H 0.0373 -3.3142 -1.1960

Cartesian forces, eV/Å:
C -0.027 0.059 -0.201
C 0.098 -0.096 0.072
H -0.133 0.070 -0.045
H 0.031 0.008 0.000
H -0.012 0.024 -0.015
C -0.161 0.132 -0.050
H 0.003 -0.001 0.000
N 0.203 -0.142 0.110
H -0.091 -0.127 -0.150
C -0.009 0.027 0.044
H -0.059 -0.151 -0.053
C 0.004 0.050 0.019
H -1.974 3.076 2.628
O 0.381 -0.604 0.388
N -2.564 7.627 10.196
O -0.259 -0.384 -0.454
H -0.013 -0.019 0.007
H -0.040 -0.019 0.008
C -0.022 -0.075 0.023
S 2.406 -0.346 -3.639
H 0.008 0.009 0.017
C -0.065 0.011 0.008
C 0.023 -0.031 -0.030
H -0.059 0.542 -0.394
H -0.235 0.188 0.430
C -0.091 0.628 -0.482
H 0.049 0.008 -0.090
H 0.033 -0.020 0.078
H 0.038 0.051 -0.016
H -0.016 -0.010 0.019
C -0.034 0.114 0.000
C -0.023 -0.064 -0.105
C -0.328 0.540 -0.167
C -0.628 0.001 -0.680
N -1.131 -0.226 -0.374
N 0.561 -0.207 0.034
N -0.039 -0.141 0.027
C 0.781 -0.665 -0.528
C 0.067 0.385 0.192
H -0.005 -0.040 0.029
H 0.131 0.018 0.729
H 0.062 -0.052 -0.016
H -0.003 -0.001 0.021
N -1.097 -1.589 1.666
H 0.039 -0.038 0.018
C -0.009 0.035 0.005
V -0.093 0.380 0.873
H -0.106 0.219 0.240
O -0.190 -0.185 -0.045
H -0.002 0.054 0.067
H -0.146 0.023 -0.007
C -0.043 -0.041 0.041
O 3.464 -9.797 -11.009
H -0.058 0.008 -0.015
H 0.001 -0.006 -0.024
N 0.511 0.178 1.261
C 0.028 0.380 0.561
C 0.087 0.003 -0.001
C -0.277 -0.585 -0.508
C 0.080 0.094 -0.113
H -0.048 0.075 0.100
C 0.082 0.045 -0.031
H -0.005 -0.010 0.004
H -0.127 -0.501 0.494
H 0.069 0.001 -0.009
H -0.080 0.028 -0.072
C 0.060 -0.097 0.122
H -0.023 0.008 -0.020
C -0.458 -1.543 0.660
H 0.025 -0.133 0.093
H -0.011 0.055 -0.103
C 0.024 -0.028 0.019
C -0.044 -0.091 0.045
H -0.053 -0.010 0.076
H -0.177 -0.021 0.115
H 0.029 0.047 -0.020
C 0.176 0.303 -0.173
C 0.001 -0.009 0.030
O 1.413 2.631 -1.952
H 0.102 -0.031 0.022

Values from the calculation:
Expectation value of S²: 3.78
Net charge: -1
Max |F| (Eh/bohr): 0.2944
Relative energy (zero: lowest compared OMol25 entry of this formula, charge and spin) (kcal/mol): 95.1
Multiplicity: 4

3.
Molecular formula: C25H64Br2NO16P
Method: DFT, ωB97M-V/def2-TZVPD

Element x y z (Å)
C 0.3878 -3.2685 -3.8079
H 6.2943 -0.4960 5.5930
C -0.3260 0.8315 -0.5832
H -0.4409 -2.8729 -3.2186
H 4.4793 2.7001 -5.9862
H 0.6616 1.4644 1.2330
H 3.6660 1.2142 -4.0167
C 0.5540 1.8031 0.2003
O -3.7433 -3.7374 0.7740
C 6.1737 -2.2114 0.0571
H -6.3717 -2.3760 5.5662
O -1.9941 -1.6962 0.1757
H 2.0867 -0.4227 -4.5816
H -6.4065 -3.4766 -1.6041
H -6.5161 -1.7762 1.2649
H 4.3071 4.4565 -5.7712
H 4.5559 -0.2623 5.9061
H -1.5297 5.4756 1.7474
H -6.8594 -2.0930 -2.6149
C 1.9315 1.9642 -0.3557
O 2.4801 -0.3191 -0.0345
O -1.4173 -4.3829 -0.8891
C 2.6087 1.2426 -3.7306
H 1.7676 -2.1986 -2.9464
H 2.0209 2.8936 4.4356
C -6.6901 -2.5271 2.0383
C 5.3320 -1.0046 5.7000
O 0.9602 3.3706 2.6978
C 1.0152 2.8273 4.0105
H -4.4796 -4.0582 2.7076
H -4.3549 -1.2665 5.8977
C -3.1784 5.2978 0.7522
C -3.7574 -4.4690 1.9972
H -2.7668 -4.4671 2.4580
H 0.3302 -5.4152 -0.7786
C 2.3910 3.0443 -1.0017
H -4.2176 5.0720 0.9825
H -2.4476 0.5824 -0.7336
Br 6.5566 2.6682 -1.0304
H 2.1501 5.3500 -2.0711
H -1.0983 -6.4444 -0.9663
O -2.4653 0.9481 -3.3118
H -2.2773 0.4662 -4.1220
C 4.9161 3.6726 -6.2302
H -4.0421 -5.4922 1.7630
H 4.9682 -1.1936 3.8016
H -0.7467 -5.6797 0.6018
H -4.0754 1.5884 -2.2547
H -4.6765 -2.1649 -0.8242
H -4.3304 1.6001 -4.0068
H -1.9482 1.5592 0.7059
H -7.7595 -2.6165 2.2108
H 0.4431 3.9671 -2.2709
H -5.1492 -2.0277 3.1346
C 3.7764 3.0611 -1.5420
H 4.8951 3.8026 -7.3097
H -3.1344 6.2629 0.2395
O -1.6648 -0.5987 2.0962
H 0.9128 6.0954 0.0635
C 4.3525 1.0996 -0.1815
O -5.0727 -1.8819 -1.6547
C 5.1852 0.0694 0.5249
H -2.7895 4.5240 0.0830
H 5.1673 -2.6203 0.1688
H -2.3418 -4.4883 -0.6222
H 0.0647 2.7750 0.2654
C 6.0946 -0.7574 -0.3980
O 6.2724 3.7609 -5.8092
H 0.7035 -4.2201 -3.3754
H 0.7373 1.7774 3.9338
O 4.0718 3.7585 -2.4850
H 5.3923 -1.6864 6.5452
O 1.4736 -2.3415 -3.8514
H 5.6430 -0.7329 -1.3932
H 7.0864 -0.3126 -0.4455
N 0.6676 5.1198 -0.0532
H 6.2681 3.6532 -4.8536
H -4.8591 -1.1156 7.5876
C -4.9296 -1.7408 6.7000
H -4.3365 0.0576 -3.1057
O -2.4534 5.3139 1.9703
C 4.7592 2.1787 -0.8536
H -4.4851 -2.7152 6.9262
H 6.6825 -2.8215 -0.6883
H 0.3090 3.3221 4.6815
H 2.5125 0.8797 -2.7065
H 1.1938 4.3024 2.7303
H -0.4322 1.1563 -1.6197
C -1.7697 -0.5428 0.9058
H -6.9902 -1.9658 -0.8545
H 2.2698 2.2758 -3.7653
H 6.6892 -2.3088 1.0129
C -6.4011 -2.3856 -1.6728
C -3.8806 1.0464 -3.1783
H -3.4683 -2.8319 0.9622
H -1.2075 -1.9571 -0.3223
H 0.0541 -3.4361 -4.8282
O 5.0220 -1.7868 4.5563
C -1.7253 0.7033 0.0720
C 2.8785 0.8158 -0.1805
H 4.4873 -0.6146 0.9974
C -0.7097 -5.5435 -0.4832
Br 6.1681 0.8457 2.0180
H 0.1367 -0.1556 -0.6279
H -6.3016 -3.4918 1.7012
O 1.7988 0.4984 -4.6159
P 1.3389 4.4911 -1.3209
O -6.0962 -2.1280 3.2700
O -6.3026 -1.8488 6.3697

Cartesian forces, eV/Å:
C 0.040 0.107 0.128
H 0.000 0.012 0.019
C -0.156 -0.085 -0.113
H -0.069 -0.052 -0.027
H -0.018 -0.004 -0.038
H -0.063 -0.039 -0.013
H 0.019 0.064 0.010
C -0.009 -0.156 0.059
O -0.508 -0.129 0.091
C -0.092 0.050 -0.004
H -0.071 0.178 -0.125
O 0.078 0.162 0.300
H -0.331 -0.075 -0.051
H -0.083 0.000 0.011
H -0.037 -0.009 -0.025
H -0.034 -0.010 -0.030
H 0.009 0.008 0.019
H 0.029 -0.153 -0.012
H 0.049 0.027 -0.024
C 0.085 0.221 0.062
O 0.000 0.048 0.085
O 0.037 -0.131 -0.128
C -0.047 -0.184 -0.369
H -0.010 -0.014 -0.008
H -0.002 -0.018 0.015
C 0.114 0.025 0.111
C -0.006 -0.032 -0.065
O 0.104 -0.085 0.145
C -0.008 0.094 -0.039
H 0.027 -0.107 0.014
H 0.025 0.012 0.018
C 0.162 -0.095 -0.017
C 0.120 0.117 -0.040
H -0.009 -0.044 0.031
H 0.006 -0.008 0.006
C -0.031 -0.104 0.051
H 0.007 0.005 0.059
H -0.153 0.170 0.110
Br 0.003 0.008 -0.154
H 0.092 -0.176 -0.169
H 0.024 -0.013 -0.001
O 0.012 0.065 0.004
H 0.096 -0.001 0.026
C 0.035 0.044 0.070
H -0.010 -0.007 -0.001
H 0.059 0.029 -0.039
H 0.024 -0.012 0.003
H -0.023 0.012 -0.001
H 0.142 -0.101 -0.096
H 0.026 0.032 0.006
H -0.059 0.060 -0.084
H -0.009 0.027 0.018
H 0.022 -0.032 -0.059
H -0.009 0.111 0.016
C -0.253 0.221 0.002
H 0.045 -0.005 -0.006
H -0.027 -0.006 -0.023
O -0.217 -0.023 -0.022
H -0.018 -0.003 0.043
C 0.011 0.204 0.153
O -0.107 0.058 0.052
C -0.052 -0.280 -0.381
H -0.072 0.029 -0.087
H 0.012 -0.017 0.039
H 0.085 0.315 0.132
H 0.048 0.026 0.022
C -0.177 -0.148 0.149
O -0.191 -0.068 0.031
H -0.032 -0.038 -0.033
H -0.008 -0.003 0.001
O 0.198 -0.005 0.113
H 0.003 0.001 0.008
O 0.132 -0.048 0.055
H 0.131 0.096 -0.065
H -0.026 0.065 -0.166
N -0.017 0.077 0.042
H 0.118 0.040 0.045
H 0.016 0.004 0.004
C -0.086 -0.006 -0.057
H -0.062 0.031 0.056
O 0.010 0.122 -0.018
C 0.242 -0.253 0.126
H 0.025 0.008 0.013
H 0.130 0.023 0.063
H -0.005 -0.020 0.016
H -0.007 -0.066 0.068
H -0.046 0.007 -0.121
H -0.098 0.088 0.035
C 0.090 0.225 0.109
H -0.115 -0.045 -0.049
H -0.001 0.027 -0.023
H 0.024 -0.014 -0.006
C 0.127 -0.034 0.028
C 0.002 -0.114 -0.026
H 0.479 -0.163 -0.119
H -0.199 -0.247 -0.186
H 0.041 0.040 -0.025
O -0.030 0.019 0.019
C 0.306 -0.227 -0.312
C 0.013 0.014 0.072
H -0.016 0.022 0.043
C -0.051 0.061 -0.011
Br -0.006 0.019 0.179
H 0.143 0.059 -0.032
H -0.080 0.051 -0.078
O 0.198 0.057 0.009
P -0.286 0.294 0.229
O -0.009 -0.142 0.064
O 0.067 -0.141 0.069

Values from the calculation:
Net charge: 0
Max |F| (Eh/bohr): 0.0103
E (a.u.): -7738.68722

4.
Molecular formula: C24H49Cl4IN3O2
Method: DFT, ωB97M-V/def2-TZVPD

Element x y z (Å)
H -4.5318 -0.1309 -1.4025
H -3.8514 -1.3060 -2.6073
C -4.9373 -1.9959 3.8912
C -1.2032 -0.1883 -1.6330
H -0.6498 -1.8239 -4.3753
H 4.8527 -2.1117 -1.2461
H -4.6799 -0.0658 4.8417
C 0.9108 -1.1854 -2.3292
C -0.2136 1.2364 0.0974
H -3.3535 -1.2036 5.1021
H -5.9087 -4.9443 0.3327
H 1.7437 0.7960 -2.1408
N -0.4574 -0.6638 -2.6175
H 1.0946 -2.2838 -2.1011
N -2.5349 0.3043 -1.8982
H 7.0432 0.2372 3.6953
H -7.0362 -3.8828 -0.7492
H -0.9266 1.6135 0.8894
C -1.6307 6.2145 1.1551
H -0.9800 2.2312 -4.3259
C -1.1983 5.0600 0.2767
H 3.5797 0.1767 1.5770
H 7.3981 -1.7528 2.2541
H -2.1917 5.8694 2.0242
C -3.5818 -0.7072 -1.6804
C -4.5088 -2.3197 -0.1960
H -0.7325 5.4095 -0.6451
H -0.4754 4.4396 0.8096
H 4.8156 1.3948 1.0254
H -0.1715 -0.3133 -6.0460
H 4.4770 -1.8785 1.2335
C 4.9733 0.7871 3.1786
I -2.9077 1.3497 -6.1970
O 6.0805 -2.8266 0.2991
H 5.1485 1.7704 3.7125
H 4.1368 -3.4764 -0.2348
H 1.1124 1.6548 2.8549
N -0.6655 -0.1597 -0.2757
H 4.3682 0.0608 3.8170
H 2.0540 1.5564 -0.1777
C -4.0795 -0.8445 4.3712
H -5.3825 -2.5080 4.7456
Cl -2.6415 7.3848 0.2735
C 3.1235 2.3922 2.0681
H 5.6506 -0.7386 0.3508
H 5.5067 -3.8181 -1.4881
H -5.4440 -1.6822 -0.2461
C 1.5711 2.0856 1.9118
Cl -2.5649 4.0014 -0.1609
C 1.9680 -0.2762 -2.4066
H 1.5656 0.1518 0.8583
H -4.4381 -2.6784 0.8848
C -0.9482 1.6007 -5.2683
C -0.9108 -0.7680 -4.0262
C 6.3293 -1.3740 2.3692
H -1.3815 -0.4581 0.3961
H -4.3528 -2.7228 3.3260
Cl -3.1509 -0.1003 3.0422
H -2.7316 1.2002 -1.4444
H -6.1365 -5.3078 -1.4241
C 5.0831 -3.0975 -0.7305
H -0.3319 2.2046 -6.0148
H 5.8522 -2.0166 3.1727
H -2.0253 -0.6563 -4.1683
C -4.7954 -3.5849 -1.1484
C 1.2949 1.2321 0.5965
H -5.0468 -3.1794 -2.1801
H 3.0075 -0.5284 -2.7738
H 6.9072 0.8043 1.9735
O -3.3104 -1.6031 -0.5950
C -0.1904 0.2242 -5.0377
C 5.5781 -1.6732 0.9993
C 4.0902 1.1402 1.8715
H 3.3286 2.8254 3.0970
H 0.8871 0.4571 -4.7913
H -3.8532 -4.2016 -1.2611
C -6.0488 -4.4438 -0.6792
H 1.0571 3.0994 1.7602
Cl -6.2822 -1.4455 2.8609
H -0.7531 6.7576 1.5094
H 3.4438 3.1834 1.3129
C 6.3877 0.1657 2.7627
H -0.2933 1.8544 -0.8579

Cartesian forces, eV/Å:
H 1.240 -0.542 -0.562
H 0.807 0.743 0.828
C 0.080 -0.052 0.122
C -0.380 0.112 1.040
H -0.294 1.324 0.753
H 0.117 -1.124 0.337
H 0.033 -0.041 -0.173
C 2.634 1.372 -0.389
C 0.927 0.281 -0.364
H -0.036 -0.028 -0.111
H -0.218 0.938 -1.135
H 0.225 -1.078 -1.190
N -0.433 0.140 2.384
H -0.793 1.423 -1.041
N 1.276 -1.437 0.171
H -0.730 -0.151 -1.223
H 1.392 -0.535 0.347
H 0.914 -0.116 -0.962
C 0.037 0.003 0.081
H -0.445 -0.863 -1.088
C 0.343 0.142 0.103
H 0.261 1.242 0.163
H -1.298 0.473 0.100
H 0.002 -0.010 -0.140
C -2.333 0.076 -0.016
C -1.081 -1.641 -0.231
H -0.167 0.013 0.054
H -0.098 0.049 0.038
H -0.932 -0.398 1.093
H -0.020 0.669 1.371
H 1.189 0.479 -0.315
C -0.052 0.326 -1.355
I 0.772 0.119 0.611
O -1.404 0.747 -0.456
H -0.174 -1.262 -0.314
H 0.966 0.223 -0.690
H 0.597 0.164 -1.217
N -0.535 0.397 -1.905
H 0.981 1.036 -0.561
H -1.081 -0.224 0.681
C -0.109 -0.198 0.286
H 0.048 0.117 -0.023
Cl -0.003 -0.077 0.004
C 0.112 -0.323 0.148
H -0.130 -1.147 0.485
H -0.489 0.678 1.036
H 1.195 -0.259 0.093
C -0.058 1.165 -0.735
Cl -0.148 -0.077 -0.090
C -1.958 -1.016 -0.064
H -0.468 1.378 -0.574
H 0.406 0.674 -1.477
C 1.587 0.287 0.033
C 0.403 -0.560 -1.970
C 0.535 -0.429 -0.739
H -0.014 -0.005 -0.703
H -0.023 0.124 0.015
Cl 0.031 0.080 -0.136
H 0.280 -0.610 0.278
H 0.035 1.124 0.998
C 0.473 0.313 0.060
H -0.978 -0.847 0.923
H 0.571 0.969 -0.734
H 1.244 0.010 0.701
C -0.284 0.826 0.113
C 0.276 -0.807 1.254
H 0.352 -0.515 1.112
H -1.224 -0.053 1.394
H -0.835 -0.905 0.821
O -0.503 0.448 -0.095
C -0.600 0.142 -0.765
C -0.212 0.592 1.021
C 0.845 -0.135 0.263
H -0.379 -0.414 -1.205
H -1.188 -0.399 0.045
H -1.106 0.566 0.319
C 0.366 -0.790 -0.737
H 0.613 -1.235 0.339
Cl -0.004 0.014 -0.024
H -0.010 -0.096 -0.096
H -0.626 -0.930 0.924
C -0.277 -0.348 1.210
H -0.032 -0.318 1.455

Values from the calculation:
Net charge: +1
Max |F| (Eh/bohr): 0.0582
E (a.u.): -3396.65702

Which value of max |F| does entry 3 give? 0.0103 Eh/bohr